C3H3ClO2 | ωB97M-V/def2-TZVPD

ΔE to the lowest compared entry with this formula, charge and spin ... 255.52 kJ/mol
LUMO level ... -0.09 eV
E_tot ... -19774.0410 eV
Spin multiplicity ... 1
Orbital gap ... 9.17 eV
SMILES string ... O=C=CCl.C=O

Each line ends with the Mulliken charge.
Geometry (Å):
O -0.463423 2.290403 2.170119  -0.3243
C -0.961206 1.893731 1.198510  0.6774
C -1.484834 1.613586 0.040940  -0.5246
Cl -3.291184 1.711358 -0.309168  -0.1550
H -0.864112 0.956680 -0.530519  0.3283
C 1.708634 -2.088495 -0.637762  -0.0211
O 0.594481 -1.649715 -0.561169  -0.3999
H 2.602121 -1.624830 -0.937962  0.2167
H 2.159524 -3.102718 -0.432989  0.2027

Force components x, y, z for each atom (eV/Å):
O -0.1039 -0.4952 -0.3349
C -0.1674 1.3699 1.2396
C -1.9208 -0.6259 -0.7034
Cl 2.3364 -0.0484 0.5516
H -0.1293 -0.2577 -0.7582
C 0.2940 -1.6344 0.3653
O 0.5800 -0.4187 0.0529
H 0.9734 2.4983 -0.8800
H -1.8624 -0.3880 0.4669

C5H11N2O | ωB97M-V/def2-TZVPD

ΔE to the lowest compared entry with this formula, charge and spin ... 173.13 kJ/mol
LUMO level ... -3.22 eV
E_tot ... -10383.8110 eV
Spin multiplicity ... 1
Orbital gap ... 9.19 eV
Charge ... +1

Each line ends with the Mulliken charge.
Geometry (Å):
C 1.296194 -0.155316 1.465870  -0.3790
C 1.164098 -0.717269 0.271729  -0.5006
C 0.757183 1.241236 1.451974  -0.5189
C 0.378750 1.447067 -0.025770  -0.5817
C -1.592738 -0.692245 -0.911721  0.1105
N -1.379293 -1.974187 -1.157941  -0.2759
N 0.493794 0.117036 -0.649704  -0.2362
O -2.070637 -0.250817 0.211506  -0.3644
H 1.736391 -0.600596 2.336244  0.4407
H 1.459914 -1.699960 -0.044519  0.5064
H -0.104607 1.336750 2.114699  0.2624
H 1.504979 1.959044 1.793529  0.3468
H -0.640030 1.822829 -0.139083  0.2208
H 1.057214 2.150441 -0.512342  0.4099
H -1.723196 -0.011172 -1.744885  0.4045
H -1.125279 -2.290505 -2.079873  0.2485
H -1.327422 -2.653741 -0.410512  0.2362
H 0.883299 0.127865 -1.585110  0.3107
H -2.038378 -0.882822 0.949517  0.3594

Force components x, y, z for each atom (eV/Å):
C -0.1012 -0.0440 -0.1514
C 0.0938 -0.1591 0.2493
C -0.0114 0.1678 0.0785
C -0.0118 0.5579 -0.0025
C 0.5276 -0.2652 -0.3452
N -0.2129 0.0722 0.2855
N -0.6666 -0.0281 -0.4865
O -0.1129 -0.0074 0.3552
H 0.1048 -0.2374 0.1277
H 0.1498 -0.2146 -0.0299
H 0.0051 0.0556 0.0020
H -0.0785 0.0137 -0.0243
H 0.0961 0.0400 -0.0076
H -0.0524 -0.0576 0.0168
H 0.0701 -0.0935 0.0866
H -0.0209 0.0918 -0.0320
H -0.0173 0.0577 -0.0819
H 0.1762 0.0269 0.0987
H 0.0623 0.0232 -0.1390